# 1
C7H11ClN2O3 in the gas phase. Source: the Open Molecules 2025 dataset; level of theory: ωB97M-V/def2-TZVPD.

XYZ file:
```
24
Properties=species:S:1:pos:R:3:forces:R:3
C 0.927 -0.759 0.232 -5.1 -8.1 0.6
C -1.460 -0.253 0.464 0.1 -0.1 -0.7
C -0.703 0.365 -1.770 -0.2 0.6 -0.7
C 1.543 0.421 0.301 4.1 8.6 -0.2
C 2.881 0.721 -0.280 -0.5 -0.4 0.2
C -0.492 -2.053 1.737 -0.2 -0.3 0.2
C -2.095 1.890 -0.466 -0.3 0.1 0.1
N -0.369 -1.000 0.744 1.4 0.1 -0.6
N -1.309 0.681 -0.610 -0.1 -0.2 0.7
O 1.527 -1.825 -0.356 0.4 0.3 0.3
O -2.512 -0.350 1.047 -0.5 0.3 0.5
O -0.210 -0.700 -2.064 0.3 -0.5 -0.2
Cl 0.836 1.724 1.211 0.5 -0.8 0.0
H -0.733 1.198 -2.491 0.0 0.0 0.0
H 2.797 1.515 -1.021 0.2 0.2 -0.2
H 3.281 -0.173 -0.750 0.1 0.0 -0.1
H 3.565 1.055 0.500 0.2 0.1 0.0
H -1.518 -2.412 1.742 0.0 -0.1 0.0
H 0.195 -2.859 1.482 -0.1 0.1 0.0
H -0.245 -1.668 2.730 0.0 0.0 -0.1
H -1.908 2.550 -1.310 0.0 0.0 0.0
H -3.156 1.637 -0.421 0.1 0.1 0.0
H -1.818 2.391 0.462 0.0 0.0 -0.1
H 0.977 -2.094 -1.113 -0.1 0.1 0.0
```
Positions in Å, forces in eV/Å.

Results
Multiplicity ... 3
Orbital gap (alpha / beta) ... 5.65 / 7.93 eV
E ... -1068.6219 a.u.

***

# 2
2 unconnected molecules or ions with the total composition C7H11ClN3. Source: the Open Molecules 2025 dataset; level of theory: ωB97M-V/def2-TZVPD.

XYZ file:
```
22
Properties=species:S:1:pos:R:3:forces:R:3
C -2.689 -1.466 0.568 2.2 -0.3 0.2
C 1.222 0.622 -1.136 1.9 0.0 1.1
C -1.741 -2.425 0.691 -3.7 0.0 1.6
C 1.821 0.563 0.991 -3.0 -0.2 -0.5
C 0.456 0.341 0.876 0.0 -2.3 3.6
C -3.393 0.479 -0.347 0.5 -2.0 2.4
C 3.571 1.085 -0.638 1.6 -4.5 -2.7
N -2.358 -0.284 -0.129 -3.1 1.2 -1.0
N 2.223 0.745 -0.262 1.3 1.6 -1.5
N 0.186 0.282 -0.439 -1.1 1.3 -0.1
Cl -3.179 1.987 -1.003 0.0 1.2 -0.8
H -3.632 -1.357 1.087 -0.1 -1.0 0.1
H 1.334 0.813 -2.156 -0.2 0.1 -1.4
H -0.808 -2.414 0.262 1.9 0.4 -1.2
H -1.954 -3.315 1.290 0.0 0.3 -0.2
H 2.513 0.670 1.753 0.8 0.0 1.6
H -0.255 -0.136 1.662 1.2 1.5 -1.7
H -4.434 0.293 0.122 1.6 0.1 -1.1
H 3.811 0.126 -1.378 0.1 2.6 1.7
H 3.755 1.955 -1.216 -0.6 1.0 -0.4
H 4.315 1.024 0.145 -0.4 0.0 0.5
H -0.763 0.415 -0.743 -1.0 -1.0 -0.3
```
Positions in Å, forces in eV/Å.

Results
Orbital gap ... 9.54 eV
Energy relative to the best compared isomer or geometry (same formula, charge and spin) ... 8.72 kcal/mol
E ... -897.4799 a.u.
Net charge ... +1

***

For the records above, the corresponding F_max values read 9.623, 5.505 eV Å⁻¹.